#P
Formula: C3H6O2S
Source: OMol25
Level of theory: ωB97M-V/def2-TZVPD

```
! wB97M-V def2-TZVPD RIJCOSX def2/J DEFGRID3
* xyz 0 1
C -2.289 0.504 0.057
C 0.174 -1.085 0.044
C 2.121 0.240 -0.078
H -2.032 1.034 0.982
H -1.908 1.137 -0.754
H -3.374 0.374 -0.055
H 2.488 -0.174 0.899
H 2.377 1.325 -0.127
H 2.473 -0.324 -0.936
O 0.875 -2.067 0.066
O 0.654 0.212 -0.010
S -1.559 -1.174 -0.091
*
```

Calculated values
- SMILES string = COC(=O)SC



#Q
Formula: C3H6O2S
Source: OMol25
Level of theory: ωB97M-V/def2-TZVPD

```
! wB97M-V def2-TZVPD RIJCOSX def2/J DEFGRID3
* xyz 0 1
C -0.523 1.138 0.898
C 0.365 0.386 1.781
C -0.502 -0.004 -1.772
O -1.538 1.714 0.822
O 2.012 0.381 -0.702
S 0.792 1.128 -1.033
H -0.058 0.184 2.872
H 0.636 -0.500 1.327
H 1.407 0.976 1.884
H -0.415 -0.843 -0.978
H -0.127 -0.222 -2.771
H -1.334 0.568 -1.861
*
```



#P comes first in stability; the runner-up is 2.554 eV higher.



#P
Formula: C3H11N2P2
Source: OMol25
Level of theory: ωB97M-V/def2-TZVPD

```
! wB97M-V def2-TZVPD RIJCOSX def2/J DEFGRID3
* xyz 1 1
C -0.658 3.527 1.889
C 1.875 -1.773 -0.379
C -0.366 -0.917 -2.194
N 0.522 1.494 0.592
N -0.998 -1.981 0.272
P -0.829 1.829 1.194
P 0.205 -1.090 -0.500
H 0.174 3.942 1.537
H -1.730 4.042 1.693
H -0.740 3.393 3.075
H 2.507 -1.086 -0.754
H 2.052 -2.818 -0.897
H 2.172 -2.079 0.711
H 0.216 -0.304 -2.706
H -1.244 -0.400 -2.247
H -0.576 -2.038 -2.547
H -1.875 -1.583 0.028
H -0.708 -2.157 1.231
*
```



#Q
Formula: C3H11N2P2
Source: OMol25
Level of theory: ωB97M-V/def2-TZVPD

```
! wB97M-V def2-TZVPD RIJCOSX def2/J DEFGRID3
* xyz 1 1
C -3.383 0.319 -0.336
C 1.678 -0.760 -1.369
C 1.261 -0.734 1.637
N -0.824 0.008 -0.277
N 1.475 1.485 0.158
P -2.061 0.039 0.920
P 0.747 -0.025 0.097
H -2.822 0.393 -1.295
H -3.955 -0.519 -0.331
H -4.104 1.083 -0.048
H 2.649 -0.250 -1.468
H 1.057 -0.524 -2.258
H 1.781 -1.807 -1.272
H 0.462 -1.520 1.814
H 1.048 -0.001 2.409
H 2.335 -1.066 1.787
H 1.758 1.803 -0.776
H 0.897 2.077 0.609
*
```

Calculated values
- SMILES string = C/P=N/P(C)(C)=[NH2+]



#Q comes first in stability; the runner-up is 4.082 eV higher.